Entry 1:
This record from OMol25 describes a cluster of 2 separate species, C4H14N2O in total at a distorted geometry. The level of theory is ωB97M-V/def2-TZVPD.

Summary:
- HOMO-LUMO gap (spin up / spin down): 0.383 / 0.226 Eh
- E_HOMO (spin up / spin down): -13.727 / -13.722 eV
- LUMO energy (spin up / spin down): -3.3 / -7.6 eV
- <S²>: 0.755
- Energy relative to the best compared isomer or geometry (same formula, charge and spin): 29.7 kcal per mole

```
! RIJCOSX wB97M-V def2-TZVPD def2/J DEFGRID3
* xyz 1 2
C 1.552 -2.291 0.650
N 0.213 -1.677 0.271
C -0.485 -0.530 0.840
C -1.401 0.119 -0.178
C -0.743 0.419 -1.582
N 0.532 1.232 -1.347
H 1.556 -2.734 1.657
H 2.297 -1.480 0.599
H 1.592 -3.056 -0.142
H -0.429 -2.348 -0.181
H -0.981 -1.033 1.672
H 0.174 0.246 1.290
H -2.261 -0.582 -0.464
H -1.767 1.163 0.013
H -0.462 -0.551 -1.975
H -1.450 1.174 -2.115
H 0.944 1.290 -2.277
H 1.149 0.507 -0.974
H -0.621 3.722 1.788
H 0.536 3.360 0.839
O 0.054 3.050 1.617
*
```

Entry 2:
This record from OMol25 describes a cluster of 2 separate species, C4H14N2O in total at a distorted geometry. The level of theory is ωB97M-V/def2-TZVPD.

Summary:
- HOMO-LUMO gap (spin up / spin down): 0.444 / 0.196 Eh
- E_HOMO (spin up / spin down): -15.121 / -14.711 eV
- LUMO energy (spin up / spin down): -3.0 / -9.4 eV
- <S²>: 0.755
- Energy relative to the best compared isomer or geometry (same formula, charge and spin): 26.2 kcal per mole

```
! RIJCOSX wB97M-V def2-TZVPD def2/J DEFGRID3
* xyz 1 2
N 0.912 -0.286 0.747
C -1.664 1.267 0.913
C -0.761 1.223 -0.306
C 0.053 -0.061 -0.430
C 0.848 -0.076 -1.747
N 1.646 -1.306 -1.833
H 1.565 -1.031 0.498
H 1.465 0.536 0.921
H -2.325 0.412 0.944
H -1.079 1.233 1.894
H -2.279 2.211 0.905
H -0.074 2.101 -0.257
H -1.350 1.332 -1.214
H -0.696 -0.913 -0.394
H 0.137 0.071 -2.609
H 1.599 0.763 -1.735
H 1.069 -2.123 -2.032
H 2.239 -1.222 -2.651
H -0.157 -1.061 2.155
H -0.316 -1.719 3.475
O -0.832 -1.349 2.757
*
```

Entry 3:
This record from OMol25 describes a cluster of 2 separate species, C4H14N2O in total at a distorted geometry. The level of theory is ωB97M-V/def2-TZVPD.

Summary:
- HOMO-LUMO gap: 0.430 Eh
- E_HOMO: -18.514 eV
- LUMO energy: -6.8 eV
- Energy relative to the best compared isomer or geometry (same formula, charge and spin): 45.5 kcal per mole

```
! RIJCOSX wB97M-V def2-TZVPD def2/J DEFGRID3
* xyz 2 1
C 0.627 0.432 1.211
C 0.102 -0.558 0.180
C -1.386 -0.219 -0.076
C -2.295 -0.367 0.829
N -1.755 0.342 -1.364
N 1.856 -0.209 2.019
H 1.044 1.402 0.750
H -0.142 0.790 1.793
H 0.524 -0.496 -0.839
H 0.215 -1.510 0.570
H -3.203 0.185 0.594
H -2.277 -0.852 1.862
H -2.763 0.326 -1.638
H -1.256 -0.128 -2.104
H -1.368 1.416 -1.566
H 2.428 0.450 2.532
H 1.504 -0.826 2.710
H 2.474 -0.760 1.356
H 2.242 0.906 -2.882
H 1.795 -0.572 -3.250
O 1.634 0.248 -2.687
*
```

Entry 4:
This record from OMol25 describes a cluster of 3 separate species, C4H14N2O2 in total. The level of theory is ωB97M-V/def2-TZVPD.

Summary:
- HOMO-LUMO gap: 0.338 Eh
- E_HOMO: -8.534 eV
- LUMO energy: 0.7 eV
- Energy relative to the best compared isomer or geometry (same formula, charge and spin): 19.8 kcal per mole
- SMILES string: C=C(N)CCN.O.O

```
! RIJCOSX wB97M-V def2-TZVPD def2/J DEFGRID3
* xyz 0 1
C 2.144 0.233 1.434
C 0.950 0.160 0.850
N 0.700 -0.667 -0.255
C -0.257 0.840 1.497
C -1.453 1.078 0.595
N -1.163 2.175 -0.332
H 2.954 -0.388 1.082
H 2.447 0.863 2.256
H 0.094 -0.236 -0.936
H 1.555 -0.988 -0.685
H -0.545 0.230 2.350
H 0.142 1.789 1.835
H -1.631 0.212 -0.032
H -2.347 1.269 1.196
H -1.885 2.345 -1.009
H -0.943 3.038 0.153
O 0.382 -3.577 0.431
H -0.183 -3.506 1.209
H 0.523 -2.653 0.166
O -0.846 0.184 -3.366
H 0.005 0.209 -3.821
H -0.835 0.939 -2.761
*
```

Entry 5:
This record from OMol25 describes a cluster of 2 separate species, C4H14N2O2 in total at a distorted geometry. The level of theory is ωB97M-V/def2-TZVPD.

Summary:
- HOMO-LUMO gap: 0.335 Eh
- E_HOMO: -8.513 eV
- LUMO energy: 0.6 eV
- Energy relative to the best compared isomer or geometry (same formula, charge and spin): 47.3 kcal per mole
- SMILES string: NCC[C@@H](N)CO.O

```
! RIJCOSX wB97M-V def2-TZVPD def2/J DEFGRID3
* xyz 0 1
N 1.507 1.504 1.810
C 1.233 0.452 0.740
C 0.036 0.866 -0.068
C -0.336 -0.164 -1.174
N -0.498 -1.557 -0.862
C -1.749 0.337 -1.812
O -1.666 1.701 -1.883
H 2.112 1.138 2.533
H 2.007 2.416 1.487
H 2.104 0.257 0.109
H 1.016 -0.408 1.336
H -0.855 1.051 0.552
H 0.203 1.882 -0.571
H 0.395 -0.060 -2.035
H 0.292 -2.205 -0.774
H -1.108 -1.762 -0.021
H -1.701 -0.084 -2.874
H -2.678 0.129 -1.190
H -0.875 2.040 -2.428
O -0.023 -2.322 2.176
H 0.714 -2.755 1.887
H -0.130 -2.455 3.063
*
```

Entry 6:
This record from OMol25 describes the molecule C4H14N2O3P2 at a distorted geometry. The level of theory is ωB97M-V/def2-TZVPD.

Summary:
- HOMO-LUMO gap: 0.328 Eh
- E_HOMO: -8.195 eV
- LUMO energy: 0.7 eV
- Energy relative to the best compared isomer or geometry (same formula, charge and spin): 0.0 kcal per mole
- SMILES string: COP(=O)(NPN(C)C)OC

```
! RIJCOSX wB97M-V def2-TZVPD def2/J DEFGRID3
* xyz 0 1
C -2.550 2.616 0.268
O -1.976 1.446 0.937
P -0.566 0.744 0.423
O -0.095 -0.197 1.377
N -0.805 0.123 -1.172
P -0.867 -1.611 -1.227
N 0.577 -2.342 -0.707
C 1.848 -1.718 -0.773
C 0.636 -3.495 0.174
O 0.451 2.052 0.061
C 0.996 2.558 1.223
H -1.946 3.465 -0.127
H -3.026 3.191 1.123
H -3.324 2.274 -0.477
H -0.578 0.747 -1.950
H -0.680 -1.594 -2.680
H 2.497 -2.306 -1.528
H 1.711 -0.658 -1.171
H 2.375 -1.720 0.205
H -0.378 -3.818 0.450
H 1.157 -4.361 -0.274
H 1.267 -3.205 0.991
H 0.450 3.373 1.648
H 2.075 2.697 1.146
H 0.750 1.740 2.061
*
```

Entry 7:
This record from OMol25 describes a cluster of 3 separate species, C4H14N2O4 in total at a distorted geometry. The level of theory is ωB97M-V/def2-TZVPD.

Summary:
- HOMO-LUMO gap: 0.352 Eh
- E_HOMO: -9.262 eV
- LUMO energy: 0.3 eV
- Energy relative to the best compared isomer or geometry (same formula, charge and spin): 36.8 kcal per mole
- SMILES string: NCN[C@H](C=O)CO.O.O

```
! RIJCOSX wB97M-V def2-TZVPD def2/J DEFGRID3
* xyz 0 1
N 1.932 1.402 -2.385
C 2.632 0.957 -1.210
N 1.978 -0.232 -0.548
C 0.535 -0.179 -0.347
C 0.230 0.886 0.691
O 0.312 2.056 0.414
C -0.002 -1.552 0.050
O -1.387 -1.695 -0.314
H 1.101 1.913 -2.104
H 1.732 0.618 -3.005
H 2.759 1.802 -0.543
H 3.543 0.468 -1.525
H 2.442 -0.454 0.328
H 0.089 0.064 -1.312
H 0.046 0.575 1.739
H 0.586 -2.396 -0.303
H -0.083 -1.576 1.139
H -1.509 -1.786 -1.265
O -3.227 0.096 0.686
H -3.343 0.749 -0.018
H -2.545 -0.526 0.357
O -2.519 -0.173 3.468
H -2.812 0.114 2.584
H -2.490 -1.132 3.424
*
```

Entry 8:
This record from OMol25 describes a cluster of 2 separate species, C4H14N2OP in total at a distorted geometry. The level of theory is ωB97M-V/def2-TZVPD.

Summary:
- HOMO-LUMO gap: 0.312 Eh
- E_HOMO: -12.375 eV
- LUMO energy: -3.9 eV
- Energy relative to the best compared isomer or geometry (same formula, charge and spin): 59.7 kcal per mole

```
! RIJCOSX wB97M-V def2-TZVPD def2/J DEFGRID3
* xyz 1 1
C 2.915 2.977 -1.356
C -0.238 -1.112 2.108
C -3.723 -1.387 -0.137
C 2.168 2.045 -0.570
N 0.204 -1.068 0.670
N 1.757 0.846 -0.655
O -0.920 -1.021 -0.183
P -2.080 -2.353 -0.142
H 3.590 3.634 -0.657
H 2.321 3.759 -1.760
H 3.517 2.381 -2.002
H -0.683 -2.052 2.328
H 0.567 -0.945 2.743
H -0.859 -0.309 2.355
H -4.041 -0.693 -0.894
H -3.747 -0.816 0.709
H -4.368 -2.235 0.028
H 1.873 2.520 0.332
H 1.993 0.306 -1.608
H 0.691 -1.897 0.378
H 1.161 0.116 -0.125
H -2.099 -2.695 -1.563
*
```

Entry 9:
This record from OMol25 describes a cluster of 2 separate species, C4H14N2OS in total at a distorted geometry. The level of theory is ωB97M-V/def2-TZVPD.

Summary:
- HOMO-LUMO gap: 0.327 Eh
- E_HOMO: -8.321 eV
- LUMO energy: 0.6 eV
- Energy relative to the best compared isomer or geometry (same formula, charge and spin): 32.1 kcal per mole
- SMILES string: NCCNCCS.O

```
! RIJCOSX wB97M-V def2-TZVPD def2/J DEFGRID3
* xyz 0 1
N -1.824 0.054 -1.548
C -2.017 -1.187 -0.808
C -1.324 -1.277 0.583
N -0.194 -0.348 0.763
C 1.129 -1.000 0.940
C 2.114 0.075 1.438
S 3.025 0.921 0.108
H -1.824 0.851 -0.945
H -1.167 0.007 -2.297
H -3.101 -1.273 -0.643
H -1.841 -2.111 -1.358
H -0.975 -2.284 0.792
H -2.080 -0.867 1.281
H -0.102 0.309 -0.005
H 1.450 -1.390 -0.029
H 1.116 -1.796 1.693
H 1.520 0.744 2.074
H 2.750 -0.444 2.158
H 3.101 1.980 0.911
O 0.203 2.573 -1.685
H 0.678 3.439 -1.605
H -0.637 3.024 -1.819
*
```

Entry 10:
This record from OMol25 describes a cluster of 2 separate species, C4H14N2S in total at a distorted geometry. The level of theory is ωB97M-V/def2-TZVPD.

Summary:
- HOMO-LUMO gap (spin up / spin down): 0.369 / 0.194 Eh
- E_HOMO (spin up / spin down): -14.060 / -13.764 eV
- LUMO energy (spin up / spin down): -4.0 / -8.5 eV
- <S²>: 0.754
- Energy relative to the best compared isomer or geometry (same formula, charge and spin): 38.3 kcal per mole

```
! RIJCOSX wB97M-V def2-TZVPD def2/J DEFGRID3
* xyz 1 2
C 0.624 -0.216 -3.177
C 0.164 -1.161 -2.093
N -1.092 -0.716 -1.434
H 1.571 -0.516 -3.631
H -0.166 -0.127 -3.923
H 0.871 0.775 -2.769
H -0.024 -2.163 -2.490
H 0.961 -1.291 -1.344
H -1.320 0.216 -1.769
H -0.807 -1.718 0.609
H -1.864 -1.287 -1.761
C 0.493 1.710 1.747
C -0.778 0.905 1.633
S -0.419 -0.858 1.569
N 1.558 1.275 0.811
H 0.909 1.673 2.753
H 0.238 2.735 1.466
H -1.324 1.210 0.740
H -1.413 1.100 2.517
H 1.138 1.366 -0.116
H 1.753 0.277 0.889
*
```

Entry 11:
This record from OMol25 describes a cluster of 2 separate species, C4H14N3 in total at a distorted geometry. The level of theory is ωB97M-V/def2-TZVPD.

Summary:
- HOMO-LUMO gap: 0.419 Eh
- E_HOMO: -14.510 eV
- LUMO energy: -3.1 eV
- Energy relative to the best compared isomer or geometry (same formula, charge and spin): 51.6 kcal per mole

```
! RIJCOSX wB97M-V def2-TZVPD def2/J DEFGRID3
* xyz 1 1
C -0.150 -1.657 1.660
C -1.489 0.322 0.804
N -1.463 -0.947 1.292
N -2.717 0.940 0.354
N -0.484 1.218 0.807
H -2.277 -1.655 1.289
H -3.455 0.340 0.201
H -2.770 1.890 0.348
H 0.255 1.112 1.354
H -0.597 1.991 0.250
H 0.370 -0.867 2.157
H 0.371 -2.027 0.844
H -0.322 -2.501 2.348
C 2.547 0.056 -1.643
C 1.069 0.356 -1.753
H 3.168 0.825 -1.364
H 2.985 -0.711 -1.045
H 2.876 -0.216 -2.656
H 0.804 0.924 -1.004
H 0.316 -0.443 -1.681
H 0.962 1.050 -2.563
*
```

Entry 12:
This record from OMol25 describes a cluster of 2 separate species, C4H14N3 in total at a distorted geometry. The level of theory is ωB97M-V/def2-TZVPD.

Summary:
- HOMO-LUMO gap: 0.422 Eh
- E_HOMO: -14.569 eV
- LUMO energy: -3.1 eV
- Energy relative to the best compared isomer or geometry (same formula, charge and spin): 75.1 kcal per mole

```
! RIJCOSX wB97M-V def2-TZVPD def2/J DEFGRID3
* xyz 1 1
C 2.148 -1.070 0.376
C -0.170 -0.938 1.239
N 0.638 -0.718 0.222
N 0.250 -1.011 2.509
N -1.514 -0.773 1.086
H 0.421 -0.521 -0.899
H 1.045 -1.591 2.749
H -0.461 -0.727 3.323
H -1.786 -0.868 0.042
H -2.292 -0.535 1.750
H 2.230 -1.620 -0.551
H 2.147 -2.021 1.049
H 2.936 -0.337 0.794
C -1.440 1.604 -1.886
C 0.095 1.542 -1.512
H -1.933 0.979 -1.180
H -1.679 2.713 -1.773
H -1.926 1.221 -2.837
H 0.533 0.570 -2.186
H 0.211 1.674 -0.401
H 0.547 2.427 -1.913
*
```